Here is a structure of composition C9H24FInN2O2P from the OMol25 dataset. Energies are from wB97M-V/def2-TZVPD.

The geometry in XYZ format:
```
40
Properties=species:S:1:pos:R:3:mulliken_charge:R:1
C -3.275 -1.421 2.020 -1.24
C -2.937 -0.510 0.835 -0.50
P -1.306 0.386 0.939 -0.28
C -1.535 1.645 2.294 -0.57
C -1.753 1.091 3.702 -1.22
In -1.566 1.962 -1.029 1.06
N -2.936 1.305 -2.478 -0.69
F -2.114 3.767 -0.305 -0.75
O 0.315 2.228 -1.829 -0.69
C 1.095 1.074 -1.785 0.13
C 2.368 1.354 -0.984 -0.58
N 3.474 0.433 -1.279 -0.44
C 3.291 -0.862 -0.628 -0.83
C 2.476 -1.872 -1.459 0.85
C 3.282 -3.117 -1.782 -1.74
O 1.287 -2.310 -0.800 -0.59
H -3.763 -0.871 2.825 0.24
H -2.369 -1.868 2.438 0.31
H -3.942 -2.233 1.715 0.38
H -2.820 -1.126 -0.063 0.35
H -3.777 0.160 0.625 0.40
H -0.589 2.198 2.269 0.37
H -2.309 2.376 2.046 0.45
H -1.071 0.262 3.912 0.33
H -1.585 1.871 4.452 0.39
H -2.774 0.734 3.841 0.22
H -3.116 2.054 -3.143 0.16
H -3.828 1.132 -2.022 0.15
H 1.379 0.723 -2.790 0.23
H 0.559 0.241 -1.298 -0.21
H 2.132 1.310 0.094 0.26
H 2.665 2.378 -1.224 0.41
H 4.321 0.840 -0.903 0.25
H 4.280 -1.283 -0.425 0.43
H 2.793 -0.744 0.351 0.38
H 2.195 -1.380 -2.395 0.10
H 2.681 -3.815 -2.367 0.39
H 3.589 -3.616 -0.859 0.38
H 4.169 -2.852 -2.361 0.42
H 1.012 -1.642 -0.152 0.28
```

For the largest force on an atom, the calculation gives 0.38 eV/Å. The charge is -1. The HOMO-LUMO gap is 7.5 eV. For the energy relative to the best compared isomer or geometry (same formula, charge and spin), the calculation gives 0.0 kJ/mol.



Here is a cluster of 2 separate species, C9H24N2P in total in a non-equilibrium geometry from the OMol25 dataset. Energies are from wB97M-V/def2-TZVPD.

The geometry in XYZ format:
```
36
Properties=species:S:1:pos:R:3:nbo_charge:R:1
C -1.761 2.058 -0.163 -0.66
C -3.580 0.809 1.242 -0.65
C 1.938 1.348 -0.664 -0.64
C 3.826 0.879 0.836 -0.66
C -2.912 -1.555 -0.727 -0.45
C 2.612 -1.381 -1.360 -0.44
C -2.790 0.832 -0.021 -0.04
C 2.415 0.430 0.421 -0.05
C -0.940 -0.824 0.380 0.01
N -2.093 -0.512 -0.122 -0.29
N 2.174 -0.938 -0.017 -0.67
P -0.082 -2.481 0.432 0.40
H -2.254 2.898 -0.736 0.26
H -1.624 2.502 0.939 0.23
H -0.746 1.888 -0.687 0.25
H -2.863 0.663 2.138 0.22
H -4.393 0.036 1.257 0.24
H -4.183 1.730 1.543 0.27
H 0.964 0.997 -1.149 0.20
H 1.956 2.377 -0.324 0.24
H 2.868 1.416 -1.410 0.23
H 3.827 1.800 1.422 0.23
H 4.626 1.109 0.013 0.22
H 4.444 0.104 1.466 0.23
H -3.333 -2.115 0.067 0.23
H -3.915 -1.134 -1.193 0.25
H -2.311 -2.264 -1.328 0.25
H 1.870 -1.107 -2.180 0.19
H 3.482 -0.821 -1.596 0.20
H 2.921 -2.462 -1.395 0.23
H -3.484 0.789 -0.837 0.22
H 1.759 0.404 1.411 0.18
H -0.368 0.020 0.871 0.25
H 2.528 -1.572 0.631 0.37
H -1.240 -3.153 0.873 -0.03
H 0.201 -2.382 1.775 0.01
```

For the largest force on an atom, the calculation gives 3.59 eV/Å. The charge is +1. The HOMO-LUMO gap is 8.1 eV. For the energy relative to the best compared isomer or geometry (same formula, charge and spin), the calculation gives 0.0 kJ/mol.



Here is a structure of composition C9H24N6O13Zn2 in a non-equilibrium geometry from the OMol25 dataset. Energies are from wB97M-V/def2-TZVPD.

The geometry in XYZ format:
```
54
Properties=species:S:1:pos:R:3:nbo_charge:R:1
Zn 0.501 -3.059 -0.028 1.74
Zn -1.500 -1.122 1.255 1.76
C 0.359 -0.568 -0.384 1.01
O 0.031 0.046 0.585 -0.83
O 1.340 -1.258 -0.297 -0.88
O -0.550 -1.394 -0.521 -1.04
C -1.326 -3.681 1.665 1.00
O -0.908 -4.243 0.666 -0.89
O -2.305 -2.909 1.399 -0.90
O -0.434 -2.905 1.866 -0.93
C 4.139 -0.434 1.486 0.74
O 5.140 -0.040 2.077 -0.69
N 2.955 -0.513 2.011 -0.87
N 4.038 -0.539 0.250 -0.83
H 2.917 -0.226 2.979 0.41
H 2.320 -0.965 1.369 0.40
H 3.093 -0.246 0.048 0.41
H 4.859 -0.450 -0.331 0.41
C -3.369 -3.835 -1.860 0.74
O -4.213 -4.104 -2.636 -0.68
N -2.531 -2.850 -1.956 -0.84
N -3.131 -4.714 -0.946 -0.83
H -2.733 -2.001 -2.465 0.40
H -1.942 -2.623 -1.167 0.38
H -3.752 -5.509 -0.898 0.40
H -2.476 -4.503 -0.206 0.40
C -1.204 0.620 3.879 0.80
O -1.525 -0.191 3.024 -0.81
N -0.045 1.147 4.089 -0.78
N -2.073 1.073 4.768 -0.81
H -0.088 2.047 4.546 0.40
H 0.589 0.951 3.327 0.43
H -3.036 0.886 4.524 0.42
H -1.752 1.756 5.439 0.40
C 0.422 3.320 0.689 -0.07
C 0.387 4.709 1.350 -0.07
O -0.373 5.641 0.654 -0.72
O 1.284 2.446 1.354 -0.75
H 0.597 3.401 -0.383 0.17
H -0.591 2.950 0.843 0.14
H 1.335 5.247 1.305 0.17
H 0.093 4.447 2.366 0.14
H -0.506 6.408 1.216 0.47
H 0.926 1.602 1.072 0.50
C 0.195 0.352 -4.266 -0.08
C 0.595 1.177 -5.329 -0.09
O 0.046 0.753 -6.586 -0.72
O 0.917 0.584 -3.104 -0.73
H 0.199 -0.715 -4.492 0.17
H -0.810 0.586 -3.914 0.16
H 1.684 1.142 -5.375 0.17
H 0.267 2.169 -5.022 0.18
H 0.712 0.393 -7.176 0.48
H 1.231 -0.255 -2.758 0.47
```

For the largest force on an atom, the calculation gives 15.87 eV/Å. The charge is 0. The HOMO-LUMO gap is 6.6 eV. For the energy relative to the best compared isomer or geometry (same formula, charge and spin), the calculation gives 949.0 kJ/mol.



LUMO level for the records above, in order: 3.04, -3.87, -2.21 eV
HOMO for the records above, in order: -0.1631, -0.4391, -0.3241 Ha
Total energy for the records above, in order: -33979.8320, -21981.8457, -142107.9413 eV